1.
Computed, not measured: C2H4N4O in the gas phase at a distorted geometry, with ωB97M-V with the def2-TZVPD basis set.

Calculated total energy in Eh: -372.890175
Relative energy (zero: lowest compared OMol25 entry of this formula, charge and spin) in eV: 0.276
Kohn-Sham gap in eV: 10.1
Largest force on an atom in eV/A: 1.7
Lowest unoccupied orbital energy in eV: 0.55

XYZ file:
```
11
Properties=species:S:1:pos:R:3:lowdin_charge:R:1
C 0.485 0.399 -0.108 -0.46
C -1.378 -0.266 -0.869 -0.55
H 2.370 0.619 0.656 0.11
H 1.973 1.647 -0.646 0.11
H -1.438 -1.863 0.455 0.14
H 0.114 -0.202 1.794 0.13
N 1.644 1.052 0.088 0.16
N -0.329 0.595 -1.084 0.19
N -1.225 -0.863 0.434 0.06
N 0.103 -0.558 0.848 0.05
O -2.316 -0.561 -1.570 0.06
```

2.
Computed, not measured: a gas-phase ion, C3H9N4O2 (charge -1) at a distorted geometry, with ωB97M-V with the def2-TZVPD basis set.

Total charge: -1
Calculated total energy in Eh: -489.092035
Relative energy (zero: lowest compared OMol25 entry of this formula, charge and spin) in eV: 0.433
Kohn-Sham gap in eV: 8.1
Largest force on an atom in eV/A: 4.0
Lowest unoccupied orbital energy in eV: 3.83

XYZ file:
```
18
Properties=species:S:1:pos:R:3:lowdin_charge:R:1
C 1.315 -0.191 -1.439 -0.18
C 0.913 1.443 0.230 -0.08
C -0.596 -0.484 0.032 -0.46
N -1.104 -0.223 1.313 0.03
N -1.547 0.206 -0.902 0.06
N 0.794 0.004 -0.114 -0.21
N -0.959 -1.031 2.302 -0.52
O -0.501 -2.213 2.225 -0.11
O -1.327 -0.565 3.411 -0.12
H 1.876 -1.138 -1.707 0.08
H 0.637 0.064 -2.262 0.07
H 2.202 0.448 -1.552 0.06
H 0.075 1.608 0.751 0.02
H 1.801 1.478 0.844 0.08
H 0.972 1.950 -0.679 0.05
H -0.535 -1.648 -0.391 0.17
H -2.257 0.703 -0.451 0.03
H -1.759 -0.413 -1.607 0.01
```

3.
Computed, not measured: C4H10NO3P in the gas phase at a distorted geometry, with ωB97M-V with the def2-TZVPD basis set.

Calculated total energy in Eh: -780.171665
Relative energy (zero: lowest compared OMol25 entry of this formula, charge and spin) in eV: 2.778
Kohn-Sham gap in eV: 10.1
Largest force on an atom in eV/A: 2.7
Lowest unoccupied orbital energy in eV: 0.99

XYZ file:
```
19
Properties=species:S:1:pos:R:3:lowdin_charge:R:1
C -2.329 0.424 0.017 -0.26
C -3.763 0.887 0.207 -0.09
C 2.220 -2.226 -0.526 -0.13
C 1.979 2.252 0.557 -0.16
N -1.612 1.058 -0.809 0.03
O 1.362 -1.155 -0.979 -0.35
O 2.016 1.005 -0.114 -0.35
O -0.289 0.519 -1.031 -0.33
P 0.783 -0.049 0.084 0.82
H -1.989 -0.526 0.561 0.12
H -3.753 1.944 -0.316 0.12
H -4.373 0.036 -0.094 0.06
H -4.166 0.956 1.258 0.08
H 2.472 -2.074 0.529 0.07
H 3.094 -2.319 -1.121 0.07
H 1.722 -3.200 -0.482 0.08
H 2.902 2.607 1.035 0.09
H 1.235 2.369 1.320 0.06
H 1.763 2.938 -0.241 0.08
```

4.
Computed, not measured: a molecular structure, C18H24MnN4O3 at a distorted geometry, with ωB97M-V with the def2-TZVPD basis set.

Total charge: +4
Calculated total energy in Eh: -2294.292824
Relative energy (zero: lowest compared OMol25 entry of this formula, charge and spin) in eV: 0.000
Kohn-Sham gap (alpha / beta) in eV: 5.4 / 4.7
Largest force on an atom in eV/A: 4.9
Spin multiplicity: 4
Lowest unoccupied orbital energy (alpha / beta) in eV: -16.18 / -16.78
⟨S²⟩: 3.93

XYZ file:
```
50
Properties=species:S:1:pos:R:3:lowdin_spin:R:1
N -1.783 -0.316 0.811 0.00
C -2.744 -0.886 1.111 0.00
C -3.962 -1.610 1.492 0.00
H -4.130 -2.430 0.795 0.00
H -4.813 -0.931 1.466 0.00
H -3.848 -2.009 2.499 0.00
N 0.475 2.812 1.096 0.01
C 0.681 3.859 1.544 0.01
C 0.943 5.185 2.114 0.00
H 0.009 5.739 2.194 0.00
H 1.633 5.728 1.469 0.00
H 1.386 5.075 3.104 0.00
N 1.285 0.072 -1.511 0.00
C 1.908 -0.298 -2.412 0.00
C 2.700 -0.768 -3.554 0.00
H 3.759 -0.733 -3.302 0.00
H 2.511 -0.130 -4.417 0.00
H 2.419 -1.793 -3.793 0.00
Mn 0.162 0.715 0.334 2.08
C 2.296 0.899 0.803 -0.04
O 3.404 0.986 1.057 0.00
C 0.029 0.613 2.519 -0.04
O -0.030 0.550 3.656 0.00
C -2.817 2.167 -1.107 0.30
C -2.527 1.199 -2.030 0.08
C -1.466 1.337 -2.833 0.08
C -0.668 2.444 -2.729 0.30
C -0.952 3.390 -1.827 0.10
C -2.037 3.250 -1.006 0.10
H -3.684 2.078 -0.472 0.01
H -3.162 0.333 -2.134 0.00
H -1.260 0.580 -3.573 0.00
H 0.178 2.574 -3.386 0.01
H -0.331 4.271 -1.770 0.00
H -2.287 4.018 -0.290 0.00
C 1.544 -4.500 1.286 0.00
N 0.866 -3.419 0.573 0.02
C 0.034 -3.743 -0.577 0.00
C 1.001 -2.108 0.969 -0.01
C 1.882 -1.815 2.180 0.00
O 0.398 -1.231 0.320 -0.05
H 1.333 -5.495 0.842 0.00
H 1.206 -4.534 2.344 0.00
H 2.644 -4.352 1.253 0.00
H -1.009 -3.413 -0.389 0.00
H 0.429 -3.230 -1.480 0.00
H 0.015 -4.833 -0.784 0.00
H 2.915 -2.166 1.982 0.00
H 1.987 -0.779 2.493 0.00
H 1.483 -2.348 3.068 0.00
```

5.
Computed, not measured: a molecular structure, C24H66AlO13S9 at a distorted geometry, with ωB97M-V with the def2-TZVPD basis set.

Total charge: -1
Calculated total energy in Eh: -5758.043138
Kohn-Sham gap in eV: 5.8
Largest force on an atom in eV/A: 3.5
Lowest unoccupied orbital energy in eV: 1.13

XYZ file:
```
113
Properties=species:S:1:pos:R:3:lowdin_charge:R:1
O -3.889 2.019 -2.853 0.05
C -4.236 3.057 -2.357 -0.41
O -4.377 4.218 -2.954 -0.04
C -3.593 4.482 -4.155 -0.25
C -3.587 5.994 -4.354 -0.22
Al -2.081 6.848 -3.305 0.18
O -1.675 5.680 -2.009 -0.25
C -2.556 8.709 -2.658 -0.20
C -3.688 8.730 -1.649 -0.47
C -3.673 7.812 -0.492 -0.02
O -3.479 9.358 -0.427 -0.12
H -4.496 3.125 -1.292 0.14
H -4.027 3.916 -4.984 0.11
H -2.595 4.078 -3.983 0.11
H -3.454 6.194 -5.420 0.04
H -4.575 6.370 -4.073 0.05
H -0.770 6.973 -4.287 -0.07
H -0.890 5.944 -1.523 0.00
H -1.720 9.238 -2.195 0.05
H -2.898 9.282 -3.526 0.04
H -4.680 8.875 -2.082 0.13
H -4.505 7.742 0.196 0.07
H -2.727 7.473 -0.096 0.09
C -1.254 2.440 -0.643 -0.27
S 0.460 2.305 -0.144 0.79
O 1.307 2.323 -1.366 -0.56
C 0.382 0.588 0.380 -0.28
H -1.425 3.445 -1.040 0.03
H -1.474 1.697 -1.410 0.06
H -1.875 2.277 0.240 0.06
H 0.063 -0.033 -0.457 0.06
H -0.313 0.489 1.214 0.05
H 1.376 0.284 0.701 0.02
C 4.875 -3.413 1.061 -0.24
S 3.979 -2.095 1.883 0.78
O 2.554 -2.208 1.458 -0.56
C 4.704 -0.759 0.924 -0.25
H 4.529 -4.349 1.483 0.01
H 4.668 -3.391 -0.010 0.05
H 5.939 -3.292 1.259 0.06
H 4.503 -0.920 -0.136 0.06
H 5.776 -0.724 1.113 0.06
H 4.240 0.170 1.249 0.05
C -7.778 6.813 3.278 -0.27
S -7.419 8.450 2.643 0.80
O -6.576 8.233 1.444 -0.54
C -6.325 8.951 3.979 -0.27
H -8.395 6.311 2.536 0.03
H -6.849 6.258 3.407 0.06
H -8.321 6.879 4.221 0.05
H -5.500 8.243 4.049 0.06
H -6.887 8.991 4.912 0.05
H -5.943 9.939 3.731 0.05
C -10.544 3.255 0.278 -0.28
S -8.926 2.903 0.976 0.80
O -8.935 3.441 2.363 -0.57
C -8.020 4.077 -0.035 -0.26
H -11.271 2.648 0.814 0.05
H -10.770 4.313 0.410 0.06
H -10.547 2.988 -0.779 0.05
H -8.425 5.078 0.114 0.05
H -8.088 3.785 -1.082 0.06
H -6.980 4.053 0.283 0.05
C 1.774 -5.612 -3.405 -0.27
S 2.766 -4.178 -3.009 0.79
O 4.058 -4.704 -2.465 -0.58
C 1.807 -3.667 -1.596 -0.26
H 2.266 -6.131 -4.227 0.05
H 1.729 -6.242 -2.516 0.01
H 0.772 -5.308 -3.709 0.06
H 1.768 -4.491 -0.884 0.05
H 0.801 -3.374 -1.893 0.06
H 2.324 -2.819 -1.149 0.03
C 0.637 -9.037 1.168 -0.26
S 1.659 -7.733 0.493 0.81
O 0.986 -7.224 -0.738 -0.56
C 3.001 -8.789 -0.057 -0.26
H -0.280 -8.577 1.529 0.05
H 0.411 -9.760 0.384 0.06
H 1.169 -9.497 2.000 0.04
H 2.616 -9.524 -0.764 0.06
H 3.443 -9.276 0.813 0.05
H 3.735 -8.151 -0.546 0.05
C 5.332 -8.010 4.134 -0.26
S 3.709 -7.315 4.462 0.81
O 2.713 -8.234 3.846 -0.56
C 3.864 -5.907 3.370 -0.29
H 5.412 -8.935 4.701 0.05
H 5.427 -8.214 3.068 0.06
H 6.097 -7.307 4.462 0.06
H 4.061 -6.256 2.356 0.05
H 4.663 -5.253 3.725 0.03
H 2.915 -5.373 3.397 0.07
C 4.684 -3.702 6.534 -0.26
S 5.116 -2.425 5.347 0.80
O 5.869 -3.121 4.265 -0.58
C 6.356 -1.623 6.368 -0.27
H 3.944 -4.347 6.063 0.03
H 5.576 -4.275 6.785 0.06
H 4.255 -3.241 7.424 0.06
H 7.127 -2.346 6.632 0.06
H 5.882 -1.216 7.261 0.05
H 6.786 -0.815 5.781 0.05
C 4.656 -1.644 -6.875 -0.27
S 6.353 -1.709 -6.292 0.80
O 7.227 -1.681 -7.495 -0.56
C 6.299 -3.413 -5.736 -0.27
H 4.498 -0.660 -7.309 0.05
H 4.508 -2.415 -7.631 0.06
H 3.979 -1.788 -6.033 0.05
H 6.042 -4.060 -6.575 0.06
H 5.573 -3.516 -4.928 0.04
H 7.290 -3.667 -5.365 0.05
```

6.
Computed, not measured: 2 unconnected molecules or ions with the total composition C4H14N3OSi at a distorted geometry, with ωB97M-V with the def2-TZVPD basis set.

Total charge: +1
Calculated total energy in Eh: -689.500218
Relative energy (zero: lowest compared OMol25 entry of this formula, charge and spin) in eV: 3.864
Kohn-Sham gap in eV: 10.3
Largest force on an atom in eV/A: 5.6
Lowest unoccupied orbital energy in eV: -3.41

XYZ file:
```
23
Properties=species:S:1:pos:R:3:lowdin_charge:R:1
C -2.588 0.354 -0.517 -0.54
C 0.912 -0.213 2.031 -0.16
C 2.151 -1.623 -0.469 -0.20
C 1.840 1.744 -0.341 -0.15
N -3.639 -0.030 0.189 0.20
N -1.531 -0.419 -0.523 -0.02
N -0.337 0.249 -0.919 -0.13
O -2.697 1.404 -1.202 0.20
Si 1.229 -0.002 0.095 0.58
H 1.783 0.278 2.407 0.01
H -0.006 0.103 2.512 0.02
H 1.034 -1.291 2.314 0.04
H 3.348 -1.494 -0.338 0.09
H 1.840 -2.332 0.346 0.02
H 1.959 -1.955 -1.495 0.01
H 2.328 2.054 0.542 0.01
H 2.594 1.682 -1.136 0.05
H 1.025 2.324 -0.611 -0.01
H -3.726 -1.097 0.361 0.18
H -4.557 0.502 0.194 0.18
H -1.456 -1.325 0.012 0.19
H 0.261 -0.636 -1.937 0.25
H -1.767 1.724 -1.513 0.19
```

7.
Computed, not measured: 2 unconnected molecules or ions with the total composition C6H8O2 at a distorted geometry, with ωB97M-V with the def2-TZVPD basis set.

Calculated total energy in Eh: -383.633945
Relative energy (zero: lowest compared OMol25 entry of this formula, charge and spin) in eV: 7.515
Kohn-Sham gap in eV: 9.7
Largest force on an atom in eV/A: 7.9
Lowest unoccupied orbital energy in eV: -0.18

XYZ file:
```
16
Properties=species:S:1:pos:R:3:lowdin_charge:R:1
C -1.886 -1.244 -0.077 -0.05
C -0.800 -0.088 -0.089 -0.29
C -1.592 1.114 -0.094 -0.21
C 0.438 -0.196 -0.419 -0.01
C 1.563 0.788 -0.046 -0.43
C 2.626 0.112 0.685 0.02
H -1.547 -2.215 0.002 0.03
H -2.846 -1.164 -0.720 0.09
H -2.487 -0.781 0.886 0.13
H -2.739 0.914 -0.559 0.17
H 1.130 -1.198 -0.744 0.17
H 1.164 1.829 0.018 0.15
H 3.375 0.540 1.479 0.13
H 2.317 -1.385 0.548 0.22
O -1.394 2.382 0.024 -0.02
O 2.677 0.592 -0.893 -0.09
```

8.
Computed, not measured: a molecular structure, HN2O3 at a distorted geometry, with ωB97M-V with the def2-TZVPD basis set.

Total charge: -1
Calculated total energy in Eh: -335.685448
Relative energy (zero: lowest compared OMol25 entry of this formula, charge and spin) in eV: 1.129
Kohn-Sham gap in eV: 8.1
Largest force on an atom in eV/A: 3.5
Lowest unoccupied orbital energy in eV: 4.78

XYZ file:
```
6
Properties=species:S:1:pos:R:3:lowdin_charge:R:1
N -1.934 0.786 -0.054 -0.13
N -1.646 -0.379 0.010 -0.33
O -2.449 -1.290 0.022 -0.10
O 0.075 -0.742 -0.011 -0.15
O -0.977 1.639 0.026 -0.27
H 0.110 0.267 -0.057 -0.01
```

9.
Computed, not measured: 2 unconnected molecules or ions with the total composition C3H4N2S at a distorted geometry, with ωB97M-V with the def2-TZVPD basis set.

Calculated total energy in Eh: -624.110649
Relative energy (zero: lowest compared OMol25 entry of this formula, charge and spin) in eV: 8.575
Kohn-Sham gap (alpha / beta) in eV: 7.4 / 6.3
Largest force on an atom in eV/A: 3.6
Lowest unoccupied orbital energy (alpha / beta) in eV: -1.68 / -2.35

XYZ file:
```
10
Properties=species:S:1:pos:R:3:lowdin_charge:R:1
C -1.229 -0.560 1.220 0.02
C -1.929 -0.659 0.215 -0.75
C 0.891 0.512 0.559 -0.05
N 0.912 -0.157 -1.718 0.10
N 0.331 0.270 -0.702 -0.17
S -3.202 -0.469 -0.760 0.74
H 0.886 1.544 0.739 0.08
H -0.336 -0.041 1.314 -0.07
H 1.825 0.008 0.737 0.08
H 1.851 -0.447 -1.604 0.02
```